DFT (ωB97M-V/def2-TZVPD) results for a 2-piece molecular cluster, C3H4F3N overall in a non-equilibrium geometry.

Its energy relative to the best compared isomer or geometry (same formula, charge and spin) is 100.8 kcal per mole. As for the total energy: -12813.6223 eV. As for the net charge: 0. As for the HOMO-LUMO gap: 6.8 eV. As for the HOMO energy: -7.97 eV.

Geometry (Å):
C 0.76281 0.04132 0.88396
C 1.01251 -0.35036 -0.54876
C -1.52360 -0.39103 -0.04077
N -0.24738 -0.50653 0.07523
F -2.29187 -0.18717 1.02161
F -0.24473 2.37520 -1.24044
F -2.16512 -0.81952 -1.09931
H 1.18918 -0.55982 1.72409
H 0.76496 1.05000 1.05252
H 1.13983 0.56052 -1.16204
H 1.60342 -1.21262 -0.66609

Cartesian forces, eV/Å:
C 1.95 -2.15 1.15
C 1.04 2.01 0.16
C 0.00 -1.10 0.20
N -3.33 0.10 0.02
F 1.29 0.02 -2.07
F 0.12 -1.14 0.52
F 0.78 1.05 1.51
H -0.74 0.18 -0.96
H -0.61 2.57 0.24
H -0.71 -0.44 -0.25
H 0.22 -1.10 -0.53